# 1
{"formula": "C8H9BrO2", "method": "ωB97M-V/def2-TZVPD", "species": ["C", "O", "C", "Br", "C", "C", "C", "C", "C", "C", "O", "H", "H", "H", "H", "H", "H", "H", "H", "H"], "positions_angstrom": [[0.76, -0.60, 2.67], [1.04, -0.24, 1.32], [0.62, -0.90, 0.27], [-0.10, -2.64, 0.44], [1.33, -0.76, -1.01], [0.88, 0.06, -2.01], [-0.47, 0.57, -2.27], [-1.48, 0.38, -1.37], [-1.28, 0.49, 0.03], [-0.64, 1.79, 0.34], [-0.61, 2.17, 1.46], [-0.33, -0.83, 2.63], [1.01, 0.24, 3.31], [1.30, -1.58, 3.04], [2.07, -1.53, -1.11], [1.64, -0.02, -2.82], [-0.83, 0.60, -3.34], [-2.51, 0.30, -1.76], [-1.96, 0.13, 0.76], [-0.44, 2.35, -0.59]], "lowdin_charge": [-0.066, -0.172, -0.731, 0.840, -0.142, -0.069, -0.114, -0.148, -0.104, -0.307, 0.062, 0.076, 0.094, 0.122, 0.097, 0.114, 0.112, 0.115, 0.101, 0.120], "e_homo_ev": [-7.7440, -7.7446], "smiles": "CO\\C(Br)=C/C=C\\C=C/C=O", "relative_energy_ev": 3.846, "spin_multiplicity": 1, "gap_ev": [7.641, 7.642]}


# 2
{"formula": "C8H9Cl2N", "method": "ωB97M-V/def2-TZVPD", "species": ["C", "C", "N", "C", "C", "C", "C", "C", "Cl", "C", "Cl", "H", "H", "H", "H", "H", "H", "H", "H", "H"], "positions_angstrom": [[-2.79, 0.12, 0.66], [-2.15, -0.04, -0.70], [-2.89, -1.00, -1.41], [-0.69, -0.40, -0.70], [-0.21, -1.62, -1.18], [1.02, -2.20, -0.84], [1.92, -1.44, -0.09], [1.53, -0.13, 0.22], [2.60, 0.86, 1.14], [0.24, 0.34, -0.02], [-0.14, 1.94, 0.56], [-2.39, 0.94, 1.23], [-3.84, 0.44, 0.55], [-2.72, -0.82, 1.29], [-2.26, 0.94, -1.19], [-3.18, -1.71, -0.71], [-3.84, -0.70, -1.76], [-0.84, -2.25, -1.81], [1.31, -3.28, -1.09], [2.82, -1.84, 0.26]], "lowdin_charge": [-0.086, -0.477, 0.005, -0.205, -0.039, -0.070, -0.103, -0.672, 0.661, -0.606, 0.703, 0.023, 0.084, 0.110, 0.141, 0.092, 0.114, 0.107, 0.132, 0.083], "e_homo_ev": -9.0328, "smiles": "C[C@H](N)c1cccc(Cl)c1Cl", "relative_energy_ev": 0.843, "spin_multiplicity": 1, "gap_ev": 9.838}


# 3
{"formula": "C8H9ClINP", "method": "ωB97M-V/def2-TZVPD", "species": ["C", "C", "C", "C", "C", "C", "C", "C", "N", "P", "Cl", "I", "H", "H", "H", "H", "H", "H", "H", "H", "H"], "positions_angstrom": [[-0.49, -2.27, 1.32], [-1.69, -2.21, 0.63], [0.50, -1.35, 1.06], [-1.90, -1.21, -0.31], [0.33, -0.35, 0.11], [-0.89, -0.30, -0.59], [1.43, 0.63, -0.16], [1.28, 1.96, 0.60], [2.05, 2.95, 0.09], [-1.11, 0.96, -1.91], [-3.02, 0.93, -2.41], [0.07, -0.14, -3.76], [-0.34, -3.04, 2.06], [-2.46, -2.95, 0.79], [1.44, -1.41, 1.59], [-2.84, -1.17, -0.84], [2.38, 0.19, 0.14], [1.50, 0.87, -1.23], [0.22, 2.29, 0.44], [1.34, 1.83, 1.70], [2.19, 3.77, 0.67]], "lowdin_spin": [0.038, 0.182, 0.070, 0.030, 0.172, 0.100, 0.046, 0.165, 0.777, 0.049, 0.009, 0.240, 0.000, 0.008, 0.001, 0.000, 0.004, 0.003, 0.058, 0.021, 0.027], "e_homo_ev": [-12.9140, -12.3865], "total_charge": 1, "spin_multiplicity": 3, "s_squared": 2.02, "gap_ev": [8.507, 3.442]}


# 4
{"formula": "C8H9ClO", "method": "ωB97M-V/def2-TZVPD", "species": ["C", "C", "C", "C", "C", "C", "C", "C", "O", "Cl", "H", "H", "H", "H", "H", "H", "H", "H", "H"], "positions_angstrom": [[-2.00, -0.96, 0.62], [-1.29, -0.05, 1.43], [-1.48, -1.41, -0.53], [0.03, 0.22, 1.42], [1.41, 2.17, -0.33], [1.64, 0.86, -0.36], [-0.08, -1.11, -0.99], [0.87, -0.22, 0.35], [0.65, -2.16, -1.55], [2.00, -1.48, 1.02], [-3.00, -1.23, 0.94], [-1.86, 0.38, 2.24], [-1.77, -2.40, -1.05], [0.48, 0.69, 2.45], [2.04, 2.67, -0.89], [0.66, 2.72, 0.34], [2.45, 0.42, -1.01], [-0.11, -0.29, -1.71], [1.23, -2.39, -0.80]], "lowdin_spin": [0.312, 0.270, 0.545, 0.504, 0.012, 0.025, 0.063, 0.097, 0.010, 0.081, 0.011, 0.007, 0.020, 0.007, 0.000, 0.005, 0.003, 0.023, 0.002], "e_homo_ev": [-6.0354, -9.6759], "spin_multiplicity": 3, "s_squared": 2.01, "gap_ev": [6.916, 7.216]}